# 1
Here is a 12-piece molecular cluster, C67H55BN11O24 overall at a distorted geometry from OMol25. Energies are from ωB97M-V/def2-TZVPD.

```
158
Properties=species:S:1:pos:R:3:mulliken_charge:R:1
O 31.00910 -20.52727 10.64740 -0.53
C 30.61294 -20.47672 11.80429 0.28
O 31.08570 -21.02493 12.93783 0.07
B 30.30835 -20.51364 14.09980 0.22
O 29.23474 -19.76144 13.51037 -0.50
C 29.34252 -19.72381 12.15703 0.51
O 28.63449 -19.06117 11.37577 -0.70
O 31.11518 -19.73806 15.01434 -0.32
C 31.28816 -20.46649 16.18122 0.34
O 31.99006 -20.22657 17.17155 -0.35
C 30.33775 -21.63943 16.06983 0.56
O 29.74375 -21.62078 14.88598 0.38
O 30.33514 -22.53361 16.94171 -0.68
C 29.43671 -25.19628 15.41236 -0.11
C 30.40621 -25.95286 16.10648 -0.69
C 31.26343 -26.75231 15.40201 -0.28
C 31.19698 -26.79711 13.97722 -0.44
C 30.27892 -25.97099 13.33977 0.26
C 29.32655 -25.26309 14.03522 -0.44
N 31.99467 -27.76760 13.19272 1.02
O 31.98746 -27.68725 11.98628 -0.60
O 32.71116 -28.58491 13.79959 -0.62
H 28.64660 -24.59561 15.83820 0.29
H 30.39739 -25.98254 17.18604 0.43
H 31.85748 -27.45651 15.96557 0.43
H 30.16615 -25.97746 12.26569 0.58
H 28.65173 -24.61745 13.49286 0.19
C 28.31480 -19.79611 19.56336 -0.51
C 27.48488 -19.51039 20.61608 -0.86
C 27.99935 -19.43595 21.86912 -0.31
C 29.28634 -19.62938 22.18001 -0.44
C 30.17054 -19.87420 21.16305 0.01
C 29.67694 -20.07969 19.87606 -0.13
N 29.80898 -19.56202 23.57034 0.96
O 29.06893 -19.06275 24.41460 -0.58
O 31.00616 -19.81686 23.74079 -0.58
H 27.86588 -19.94267 18.59207 0.71
H 26.42701 -19.56114 20.40454 0.43
H 27.30282 -19.11143 22.62802 0.38
H 31.20416 -20.08368 21.39576 0.42
H 30.32191 -20.43276 19.08501 0.41
C 34.42706 -18.57933 14.46341 -0.35
C 34.92210 -18.84255 15.72767 -0.07
C 36.07023 -18.18480 16.15064 -0.10
C 36.69345 -17.21327 15.29044 -0.35
C 36.12241 -16.93833 14.01066 -0.63
C 35.00795 -17.67727 13.55940 -0.93
N 37.85621 -16.44633 15.76904 0.94
O 38.11361 -16.38152 16.98112 -0.57
O 38.66473 -16.07641 14.92335 -0.58
H 33.56366 -19.10165 14.07854 0.47
H 34.46653 -19.67016 16.25104 0.39
H 36.36840 -18.42560 17.16035 0.52
H 36.70122 -16.24511 13.41834 0.52
H 34.48088 -17.52920 12.62844 0.70
C 32.31163 -15.81772 14.13067 -0.85
C 32.89028 -14.70949 13.52182 -0.58
C 32.92193 -14.61360 12.16296 -0.47
C 32.47153 -15.60889 11.35078 -0.14
C 31.79820 -16.74401 11.92046 -0.31
C 31.78157 -16.78905 13.29604 -0.10
N 32.48573 -15.49483 9.90945 0.98
O 32.97984 -14.47156 9.46589 -0.62
O 31.93940 -16.38430 9.20784 -0.57
H 32.29187 -15.94012 15.20353 0.59
H 33.31706 -13.83778 13.99552 0.39
H 33.23400 -13.67681 11.72542 0.49
H 31.39281 -17.55808 11.33792 0.73
H 31.28596 -17.62661 13.76429 0.44
C 32.67863 -20.94963 8.05516 -0.11
C 32.16160 -19.83991 7.33299 -0.53
C 31.88890 -19.95430 5.98542 -0.59
C 32.21077 -21.13716 5.31781 0.18
C 32.76782 -22.26150 5.99522 -0.80
C 32.90926 -22.17402 7.40027 0.02
N 31.71006 -21.27280 3.88422 0.97
O 30.74345 -20.60050 3.62050 -0.58
O 32.29103 -22.03447 3.14704 -0.60
H 32.81468 -20.89123 9.12497 0.34
H 31.82704 -18.93158 7.81198 0.50
H 31.41434 -19.15746 5.43203 0.44
H 32.99834 -23.19935 5.51180 0.46
H 33.22192 -23.00832 8.01067 0.23
C 33.49113 -23.93830 15.15461 0.39
C 33.30439 -23.48667 16.46509 -0.42
C 34.30235 -22.66732 17.05915 0.29
C 35.52739 -22.42998 16.32741 -0.73
C 35.67450 -22.92133 14.97906 -0.67
C 34.69358 -23.70493 14.42299 -0.91
N 36.56779 -21.63659 16.95804 1.04
O 37.70030 -21.60034 16.48818 -0.66
O 36.28498 -21.01681 17.97646 -0.51
H 32.83128 -24.61205 14.62824 0.06
H 32.36626 -23.83071 16.87490 0.32
H 34.25438 -22.47750 18.12125 0.50
H 36.54152 -22.71793 14.36807 0.51
H 34.82190 -24.09133 13.42268 0.61
C 28.27043 -23.17527 6.43586 -0.53
C 27.24296 -23.95933 6.96929 -0.56
C 27.16421 -24.06695 8.34676 -0.79
C 28.18821 -23.52496 9.17636 -0.50
C 29.19193 -22.69711 8.63598 0.30
C 29.21775 -22.56176 7.24478 -0.38
N 28.12929 -23.72585 10.65411 0.94
O 27.28656 -24.45738 11.11841 -0.63
O 28.88063 -23.12985 11.40528 -0.01
H 28.43988 -23.16229 5.36932 0.42
H 26.51359 -24.48967 6.37501 0.40
H 26.37603 -24.60296 8.85456 0.48
H 29.88457 -22.22353 9.31597 0.46
H 30.02084 -22.01561 6.77236 0.46
C 33.83145 -21.80959 21.67957 -0.86
C 34.65011 -21.07615 22.51731 -0.62
C 35.16402 -19.87084 22.14755 -0.30
C 34.99595 -19.40668 20.86294 -0.71
C 34.12657 -20.13143 20.00735 0.31
C 33.47890 -21.24998 20.41849 -0.35
N 35.62581 -18.15775 20.37933 1.02
O 36.36578 -17.56233 21.16069 -0.62
O 35.33055 -17.74283 19.24147 -0.57
H 33.29418 -22.67530 22.03774 0.39
H 34.85900 -21.48194 23.49614 0.37
H 35.68215 -19.25767 22.87000 0.49
H 33.88550 -19.66837 19.06191 0.69
H 32.75263 -21.78984 19.82900 0.79
N 28.02845 -17.63355 17.31177 -0.39
C 27.91421 -18.04520 16.03260 -0.32
C 26.69929 -18.05228 15.30687 -0.36
C 25.57134 -17.64325 15.93502 -0.50
C 25.65419 -17.32978 17.28808 -0.49
C 26.88951 -17.24961 17.92837 -0.46
H 28.84388 -18.28019 15.53570 0.77
H 26.63879 -18.33601 14.26656 0.43
H 24.63902 -17.69284 15.39212 0.42
H 24.74639 -16.93690 17.72161 0.39
H 27.07001 -16.87324 18.92444 0.54
N 34.87504 -24.64987 10.06181 -0.59
C 34.89987 -23.41061 10.56019 -0.86
C 33.68028 -22.76327 10.98150 -0.29
C 32.45905 -23.40785 10.84899 1.90
C 32.43932 -24.72252 10.46101 -0.59
C 33.65131 -25.29577 10.00267 -0.83
H 35.84584 -22.89480 10.63433 0.48
H 33.82640 -21.72596 11.24423 0.51
H 31.52665 -22.95276 11.14886 -0.43
H 31.48362 -25.21993 10.38602 0.36
H 33.60057 -26.30874 9.63157 0.39
N 25.00423 -22.98750 15.22050 -0.57
C 24.06986 -23.10288 14.21900 -0.40
C 24.38517 -22.79891 12.91432 -0.67
C 25.67839 -22.31663 12.64715 -0.10
C 26.61504 -22.19519 13.64332 0.73
C 26.28981 -22.60310 14.94010 -0.80
H 23.04179 -23.30405 14.48170 0.37
H 23.73399 -22.81860 12.05294 0.39
H 25.94658 -22.00051 11.64988 0.47
H 27.64140 -21.91210 13.46208 -0.07
H 26.88377 -22.47498 15.83295 0.64
```

Calculated values
Total charge ... -1
E_LUMO ... 0.565 eV

# 2
Here is a 9-piece molecular cluster, C67H66N3O20S overall at a distorted geometry from OMol25. Energies are from ωB97M-V/def2-TZVPD.

```
157
Properties=species:S:1:pos:R:3:mulliken_charge:R:1
C -1.23808 4.58965 3.57291 -1.17
C -2.08759 4.92879 2.33215 0.01
C -2.35628 3.65466 1.51486 -1.00
C -1.07192 3.06918 0.85900 -0.03
C -1.20560 2.93301 -0.67518 -0.72
C -0.53854 1.67836 -1.27722 -0.61
C 0.84084 1.33842 -0.67194 -0.78
C 1.93998 1.13899 -1.73625 -1.50
C 2.36238 2.53329 -2.25497 -0.74
N 3.75272 2.60874 -2.75837 0.50
C 3.84330 3.84915 -3.58901 -1.16
C 3.70860 5.17492 -2.80132 0.25
S 2.02990 5.94834 -2.88652 -0.15
C 4.13889 5.12069 -1.30344 -1.18
N 4.59277 3.80590 -0.77486 0.32
C 3.91447 3.38950 0.47395 -0.10
C 4.11406 1.92811 0.89232 -0.14
O 4.60379 1.70685 1.92723 -0.44
C 4.69795 2.82318 -1.74090 -1.40
N 5.75359 2.10033 -1.76755 0.32
C 6.88863 2.21464 -0.85082 0.02
C 7.80819 0.98925 -0.89009 0.01
O 8.63758 0.89333 -1.67255 -0.45
O 7.58906 0.05903 0.09420 -0.28
C 8.72013 0.09498 0.98266 0.68
C 9.64653 -1.09157 0.84220 -0.96
O 8.88490 0.96477 1.70927 -0.41
H -0.51581 3.79488 3.35144 0.24
H -1.84840 4.22517 4.40336 0.36
H -0.65802 5.44248 3.93675 0.33
H -1.63200 5.72456 1.73294 0.34
H -3.04432 5.33859 2.67467 0.05
H -3.13483 3.86397 0.77345 0.34
H -2.79915 2.93694 2.21502 0.25
H -0.27258 3.79103 1.06474 0.09
H -0.85886 2.12656 1.36894 0.39
H -0.89129 3.86862 -1.15270 0.10
H -2.27767 2.85215 -0.88881 0.46
H -1.21885 0.84077 -1.15321 0.12
H -0.43809 1.84863 -2.35654 0.37
H 0.72895 0.38688 -0.14336 0.54
H 1.18775 2.06910 0.06694 0.42
H 1.46773 0.58877 -2.55121 0.59
H 2.77273 0.51761 -1.39441 0.47
H 2.10583 3.30347 -1.51714 0.25
H 1.72272 2.74032 -3.11451 0.89
H 3.13625 3.81470 -4.41997 0.62
H 4.83843 3.84015 -4.05614 0.48
H 4.35012 5.90013 -3.29862 0.52
H 1.15871 4.92160 -2.98988 0.14
H 3.31004 5.45099 -0.67817 0.48
H 4.93941 5.85024 -1.14702 0.42
H 2.82912 3.57666 0.46957 0.16
H 4.30756 4.00090 1.28939 0.51
H 3.82557 1.05785 0.27449 0.33
H 5.80571 1.40253 -2.50703 0.45
H 6.62011 2.44900 0.17670 0.28
H 7.49923 3.05234 -1.20230 0.36
H 9.90839 -1.14376 -0.21784 0.31
H 10.55604 -0.93032 1.41173 0.33
H 9.10720 -1.98647 1.15532 0.31
C 0.19004 -4.21736 -0.54165 -0.59
C 0.50750 -3.06915 -1.13264 -0.39
C -0.54085 -2.16236 -1.65779 0.47
O -0.25169 -1.10961 -2.20083 -0.50
C -1.94968 -2.57481 -1.50004 -0.26
C -2.27462 -3.72341 -0.90978 -0.47
C -1.22743 -4.63771 -0.38166 0.32
O -1.50545 -5.68441 0.16156 -0.55
H 0.93962 -4.89482 -0.15175 0.46
H 1.53425 -2.74629 -1.25771 0.46
H -2.69496 -1.89610 -1.88725 0.52
H -3.29942 -4.03822 -0.78736 0.56
C -6.61798 8.11859 4.81905 -0.38
C -5.95046 7.18578 4.14492 -0.27
C -5.12900 7.53278 2.96118 0.41
O -4.52030 6.68043 2.34405 -0.53
C -5.07705 8.95760 2.55692 -0.36
C -5.74402 9.89163 3.22987 -0.37
C -6.56716 9.54599 4.41548 0.34
O -7.17321 10.39565 5.03029 -0.53
H -7.22376 7.88531 5.68537 0.40
H -5.97492 6.14009 4.42462 0.42
H -4.47105 9.18979 1.69036 0.42
H -5.71910 10.93692 2.94940 0.40
C -2.44933 -8.02423 -2.39418 -0.13
C -2.37607 -9.14768 -3.10155 -0.46
C -3.29010 -9.39941 -4.24310 0.23
O -3.22746 -10.42381 -4.88764 -0.55
C -4.28716 -8.34643 -4.56546 -0.38
C -4.35910 -7.22278 -3.85594 -0.46
C -3.44450 -6.97599 -2.71513 0.24
O -3.50394 -5.95297 -2.06283 -0.41
H -1.79134 -7.82410 -1.55726 0.51
H -1.65447 -9.92337 -2.87813 0.52
H -4.94500 -8.54666 -5.40174 0.41
H -5.07973 -6.44450 -4.07382 0.43
C 4.60861 5.19334 4.81328 -0.37
C 5.59897 5.36809 3.94190 -0.40
C 6.05727 6.72506 3.55786 0.44
O 6.95773 6.88021 2.75851 -0.57
C 5.37242 7.88150 4.18410 -0.38
C 4.38223 7.70878 5.05676 -0.36
C 3.92206 6.35106 5.44106 0.36
O 3.02164 6.19133 6.23514 -0.54
H 4.25931 4.21047 5.10443 0.45
H 6.11235 4.53584 3.47486 0.50
H 5.72201 8.86345 3.89154 0.43
H 3.86996 8.54042 5.52353 0.43
C 2.84042 1.90568 -8.26917 -0.43
C 3.47645 1.20797 -9.20729 -0.42
C 4.77823 0.55181 -8.92867 0.26
O 5.36075 -0.08164 -9.77857 -0.51
C 5.34102 0.70370 -7.56184 -0.42
C 4.70231 1.40174 -6.62708 -0.07
C 3.40336 2.05537 -6.90864 0.29
O 2.81896 2.69250 -6.05089 -0.49
H 1.89093 2.39197 -8.45295 0.43
H 3.08051 1.08675 -10.20737 0.41
H 6.29065 0.21790 -7.37614 0.43
H 5.09604 1.52402 -5.62544 0.42
C -4.65806 0.76572 -2.67083 -0.23
C -5.21747 1.96079 -2.83999 -0.41
C -6.46313 2.33585 -2.12462 0.35
O -6.97334 3.42341 -2.27984 -0.56
C -7.05788 1.32671 -1.21332 -0.40
C -6.49729 0.13158 -1.04469 -0.46
C -5.25414 -0.24117 -1.75944 0.43
O -4.73867 -1.33047 -1.60373 -0.49
H -3.74969 0.47336 -3.18398 0.44
H -4.79732 2.70931 -3.49992 0.43
H -7.96523 1.61830 -0.70001 0.42
H -6.91647 -0.61727 -0.38472 0.44
C -3.35537 -12.45291 1.52870 -0.47
C -2.37005 -12.19950 0.67182 -0.47
C -1.97540 -10.80786 0.34395 0.38
O -1.07734 -10.57801 -0.44091 -0.57
C -2.71855 -9.70922 1.00843 -0.29
C -3.70454 -9.96217 1.86588 -0.42
C -4.09842 -11.35444 2.19266 0.46
O -4.99673 -11.58797 2.97684 -0.60
H -3.65913 -13.46114 1.78061 0.42
H -1.81549 -12.98699 0.17732 0.42
H -2.41552 -8.69942 0.75801 0.62
H -4.25818 -9.17325 2.36092 0.54
C -4.68392 -10.00085 6.79790 -0.43
C -4.62338 -9.51912 5.55870 -0.08
C -4.40555 -8.07460 5.30678 0.52
O -4.35170 -7.63172 4.17592 -0.52
C -4.25604 -7.18712 6.48504 -0.41
C -4.31661 -7.66848 7.72370 -0.41
C -4.53475 -9.11472 7.97811 0.29
O -4.58760 -9.55283 9.10702 -0.54
H -4.84295 -11.05196 7.00269 0.45
H -4.72964 -10.15219 4.68622 0.30
H -4.09711 -6.13609 6.27908 0.41
H -4.21063 -7.03686 8.59659 0.40
```

Calculated values
Total charge ... +1
E_LUMO ... -3.731 eV
Energy above the lowest of the compared OMol25 structures with the same formula, charge and spin ... 0.0 kcal per mole

Record-wise gap between HOMO and LUMO values, in eV: 8.513, 7.389